This record from the OMol25 dataset describes C23H22N4O4S in the gas phase. The level of theory is the ωB97M-V functional and the def2-TZVPD basis.

```
54
Properties=species:S:1:pos:R:3:forces:R:3
O 1.892805 -0.216960 0.762612 0.04 -0.39 -0.26
C 1.763206 0.767642 1.460205 0.01 0.67 0.04
N 2.159823 0.803935 2.751099 0.14 0.03 0.39
C 2.663724 -0.381585 3.406726 0.00 -0.27 0.07
C 1.653427 -0.952202 4.412120 0.25 0.00 -0.07
N 0.335796 -1.027178 3.813948 0.53 -0.12 0.16
C -0.639087 -0.136647 4.181849 -0.55 -0.16 -0.25
O -0.506334 0.745140 4.988789 0.02 0.22 0.19
S -2.119962 -0.475761 3.272032 0.00 0.11 0.15
C -1.282366 -1.644551 2.248837 -0.79 0.00 -0.47
C -1.853757 -2.142536 1.139884 0.21 0.30 0.80
C -1.219263 -2.983972 0.143992 0.26 -0.52 -0.54
C 0.079912 -2.766707 -0.319841 -0.24 -0.09 -0.05
C 0.586341 -3.603863 -1.297498 -0.09 0.03 0.01
C -0.219699 -4.619492 -1.790423 0.24 0.11 -0.01
N -1.456537 -4.827677 -1.368418 -0.24 -0.51 -0.30
C -1.940820 -4.034448 -0.436678 0.11 0.47 0.36
C 0.054660 -1.927953 2.792856 0.14 -0.20 0.14
O 0.812092 -2.811779 2.480303 0.13 0.00 0.01
C 1.143014 2.063148 0.935757 -0.01 -0.12 -0.21
C -0.326545 2.132056 1.365427 -0.06 -0.03 0.06
C -1.027996 1.289191 0.301916 0.04 0.14 0.29
O -2.110565 0.751977 0.390273 -0.48 -0.02 -0.06
N -0.218601 1.257933 -0.770648 0.23 -0.09 -0.20
C -0.526187 0.568709 -1.999066 -0.17 -0.07 0.01
C -0.682390 1.543872 -3.137317 0.07 -0.05 -0.07
C 0.170383 1.518653 -4.230977 -0.07 -0.06 0.10
C 0.026262 2.441963 -5.252802 0.02 0.07 -0.12
C -0.966486 3.403685 -5.184294 0.05 0.03 -0.10
C -1.819081 3.437427 -4.092740 -0.07 0.04 0.05
C -1.678176 2.511804 -3.075439 0.03 -0.02 -0.01
C 1.024197 1.969770 -0.590133 0.29 0.18 -0.03
H 1.953910 1.608522 3.323367 -0.04 0.04 -0.17
H 3.601346 -0.156686 3.920990 -0.04 -0.07 -0.05
H 2.844825 -1.115272 2.616942 0.06 0.12 0.18
H 1.963030 -1.957015 4.707751 -0.01 0.11 0.03
H 1.566225 -0.310140 5.291876 0.00 -0.15 -0.10
H -2.885590 -1.875854 0.949093 -0.07 0.07 -0.01
H 0.668415 -1.945772 0.058624 0.07 0.06 0.07
H 1.586387 -3.462477 -1.676448 0.10 0.00 -0.05
H 0.127994 -5.291969 -2.563597 0.12 -0.01 -0.05
H -2.951636 -4.250396 -0.114678 -0.14 0.09 0.07
H 1.727276 2.922813 1.267622 -0.02 -0.04 -0.03
H -0.707369 3.153775 1.297155 -0.02 0.00 0.01
H -0.523465 1.767176 2.371173 -0.06 0.01 -0.04
H 0.267334 -0.155377 -2.214483 -0.08 0.02 0.01
H -1.462502 0.029758 -1.822993 0.15 -0.01 -0.03
H 0.947787 0.769825 -4.286224 0.09 -0.09 0.01
H 0.692387 2.411457 -6.102468 0.05 0.00 -0.07
H -1.077315 4.125097 -5.980191 -0.01 0.06 -0.07
H -2.596512 4.185090 -4.036810 -0.07 0.06 0.00
H -2.343294 2.530212 -2.224013 -0.09 0.01 0.11
H 0.980884 2.962185 -1.056433 0.05 -0.06 0.04
H 1.848091 1.401455 -1.028605 -0.06 0.08 0.03
```
Forces are in eV/Å.

As for the SMILES: O=C(NCCN1C(=O)S/C(=C/c2cccnc2)C1=O)[C@@H]1CC(=O)N(Cc2ccccc2)C1. The total energy comes out at -49195.9246 eV. The value obtained for the HOMO-LUMO gap is 8.278 eV. The calculation puts the HOMO energy at -8.54 eV.

=====

This record from the OMol25 dataset describes a molecular structure, C15H26EuGaI2O4S2 in a non-equilibrium geometry. The level of theory is the ωB97M-V functional and the def2-TZVPD basis.

```
51
Properties=species:S:1:pos:R:3:forces:R:3
I -0.739252 -4.054915 -1.235392 -0.15 -0.99 0.79
I -0.723813 -3.142771 -4.018234 -0.01 1.16 -1.07
Eu -0.127150 0.287096 -3.346928 -0.51 -2.07 -0.65
Ga 0.143397 -0.154526 -0.141450 -3.20 -1.21 -1.57
S 1.356199 -1.401759 -1.728781 0.02 2.66 0.27
S -1.696475 -0.728930 -1.321245 0.16 1.83 -1.30
C 1.488184 0.170574 1.141335 4.54 1.25 5.76
C 3.176129 -0.733809 -1.790686 0.98 -0.39 0.08
C -3.375553 0.348621 -1.432275 -1.43 0.37 0.50
C 3.648881 -1.022880 -3.219020 -0.43 -0.36 0.26
C 3.495374 0.714409 -1.422035 -0.46 -0.12 -0.09
C 3.747460 -1.708732 -0.754863 0.14 0.08 -0.46
C -4.024712 0.209893 -2.811912 0.77 -0.75 -0.05
C -3.235941 1.821153 -1.089558 0.61 -0.06 0.31
C -4.148017 -0.436861 -0.371513 0.28 -0.02 -0.07
C 1.966258 1.900992 -4.269264 3.38 2.73 -3.76
C -1.678893 2.489037 -4.094988 -2.57 3.66 -3.29
O 2.244835 0.293480 1.987759 -2.65 -0.50 -3.14
O 2.708554 2.456821 -4.967117 -3.56 -2.66 3.56
O -2.269169 3.267229 -4.718083 2.74 -3.60 3.09
H 3.237785 -0.300171 -3.936927 0.18 -0.06 0.07
H 3.293321 -2.012740 -3.505084 0.33 -0.11 -0.25
H 4.747222 -0.993062 -3.276559 -0.33 0.02 0.02
H 3.117563 1.443889 -2.153842 0.12 -0.16 0.25
H 4.600789 0.816231 -1.407023 -0.60 -0.04 0.11
H 3.103519 0.968869 -0.432724 0.30 0.22 -0.06
H 3.348450 -1.455525 0.229874 0.28 -0.18 0.09
H 4.841056 -1.692514 -0.740235 -0.12 0.06 0.08
H 3.400484 -2.704837 -1.026427 0.35 -0.22 0.25
H -5.063996 0.578670 -2.766236 0.40 -0.12 0.13
H -4.037999 -0.838155 -3.114760 -0.26 0.01 -0.15
H -3.510404 0.785446 -3.592599 -0.09 0.00 0.09
H -4.252115 2.244185 -0.984459 0.41 -0.21 -0.05
H -2.716784 2.393935 -1.871376 -0.19 -0.10 0.20
H -2.698922 1.945134 -0.147679 -0.23 0.17 -0.07
H -5.176380 -0.082131 -0.259413 0.13 0.04 -0.09
H -3.612722 -0.348942 0.575543 -0.36 0.02 0.04
H -4.154117 -1.485216 -0.673073 -0.33 -0.06 0.17
C -0.827034 1.545162 3.469123 0.39 -0.24 -0.18
C -1.775190 0.368180 3.654424 -0.32 0.06 -0.27
C -1.517251 -0.440549 2.396941 0.17 -0.06 0.39
O -1.413245 0.605937 1.358340 1.81 -0.53 -0.76
C -1.054562 1.880297 2.015729 -0.30 0.78 -0.11
H -0.972040 2.387827 4.134520 -0.27 0.09 0.05
H 0.204823 1.229904 3.595750 0.23 -0.12 0.26
H -2.791269 0.749284 3.587827 -0.28 -0.08 0.16
H -1.684126 -0.181985 4.581728 0.22 -0.13 0.10
H -0.583525 -1.031260 2.455895 0.11 0.28 0.07
H -2.270647 -1.136385 2.064104 -0.51 -0.04 0.10
H -1.882104 2.574515 1.847417 -0.06 -0.20 0.14
H -0.198878 2.320787 1.493051 0.20 -0.09 0.04
```
Forces are in eV/Å.

Its spin multiplicity is 7. The net charge is +4. The total energy comes out at -133694.7410 eV. The value obtained for the HOMO-LUMO gap (alpha / beta) is 4.046 / 5.635 eV. The expectation value of S² is 12.0704. The calculation puts the HOMO energy (alpha / beta) at -19.86 / -21.08 eV.

=====

This record from the OMol25 dataset describes C27H25Cl2NO2 in the gas phase in a non-equilibrium geometry. The level of theory is the ωB97M-V functional and the def2-TZVPD basis.

```
57
Properties=species:S:1:pos:R:3:forces:R:3
C -0.231184 4.502082 -1.000419 -0.14 0.41 -0.12
C -1.050286 3.240547 -1.201961 0.70 -0.26 0.89
O -0.374000 2.194152 -0.367615 -1.39 -0.20 -1.15
C -1.127974 1.071889 -0.325303 -1.50 -0.09 0.62
O -2.239289 0.961767 -0.859845 2.67 0.19 0.95
C -0.483699 -0.059277 0.559082 -2.25 -2.57 -1.85
C -1.574060 -1.103328 0.826712 0.22 -0.15 -0.71
N 0.196046 0.431332 1.661649 0.16 2.59 2.66
C -0.086655 0.293258 2.925888 -1.07 -0.92 -2.53
C 0.267354 1.240160 3.979160 0.34 0.95 0.41
C 0.082345 0.932860 5.349761 0.43 0.27 -0.92
C 0.511250 1.838271 6.319197 -0.02 0.28 0.11
C 1.049821 3.085384 5.953422 -0.10 -0.80 -0.50
C 1.156306 3.415259 4.590935 -0.13 0.05 0.68
C 0.707476 2.537693 3.621114 0.08 -0.72 -0.10
C 0.610761 -0.817983 -0.580311 -0.56 3.09 1.96
C 0.098415 -1.361565 -1.830633 -1.61 0.16 -2.54
C -0.280276 -0.620592 -2.928442 0.80 -0.91 2.64
C -0.932506 -1.162863 -4.102746 -0.01 -0.41 -0.70
C -1.337880 -0.225805 -5.065036 0.02 -0.47 -0.16
C -1.901421 -0.640723 -6.266522 0.05 -0.77 0.35
C -2.059034 -2.018235 -6.510114 0.50 0.99 1.18
Cl -2.770042 -2.524588 -7.968366 -0.34 -0.33 -0.78
C -1.662175 -2.962166 -5.558820 -0.06 0.09 0.38
C -1.117292 -2.551712 -4.343168 0.11 1.06 -0.46
C 1.385652 -1.733904 0.270030 0.97 -0.66 0.00
C 2.207600 -1.190893 1.272664 0.04 -0.87 -0.16
C 2.982368 -2.033111 2.061770 -0.03 -0.49 -0.20
C 2.973043 -3.417266 1.834469 -0.97 0.61 -1.09
Cl 4.020069 -4.450326 2.705778 0.37 -0.35 0.45
C 2.128220 -3.975315 0.851830 0.20 1.04 0.57
C 1.322287 -3.136498 0.089101 0.26 0.76 0.54
H -0.696354 5.316682 -1.555782 -0.13 0.02 -0.11
H -0.221912 4.837831 0.048244 0.09 -0.38 -0.29
H 0.793103 4.434068 -1.386867 -0.21 -0.25 0.25
H -2.077430 3.342610 -0.789711 0.66 -0.07 -0.61
H -1.048942 2.889278 -2.255515 -0.21 0.24 0.72
H -2.017750 -1.311591 -0.161658 -0.07 -0.10 0.59
H -1.103339 -2.028503 1.199932 -0.29 0.36 0.09
H -2.357070 -0.738782 1.494639 0.06 -0.13 0.02
H -0.730808 -0.541127 3.249186 0.00 0.14 -0.01
H -0.400103 -0.006574 5.613161 0.30 0.07 0.08
H 0.443388 1.561742 7.377092 -0.10 0.21 -0.42
H 1.375273 3.780642 6.720912 0.02 -0.10 -0.13
H 1.605915 4.359682 4.302133 -0.25 0.02 0.02
H 0.671088 2.823143 2.565768 0.30 -0.22 0.33
H 0.982168 0.237474 -0.671690 1.31 -1.44 -0.76
H -0.060344 -2.464941 -1.954458 0.16 1.31 0.50
H -0.127327 0.463633 -2.915073 -0.07 -0.29 0.02
H -1.175523 0.838148 -4.859708 -0.14 -0.42 -0.15
H -2.221684 0.084978 -6.994649 -0.05 0.01 -0.19
H -1.811486 -4.021137 -5.751533 0.04 0.19 -0.07
H -0.777922 -3.282859 -3.607282 -0.23 0.17 -0.34
H 2.168303 -0.119528 1.465361 0.48 -0.42 -0.26
H 3.607850 -1.613871 2.838124 0.07 -0.10 0.02
H 2.088178 -5.032872 0.691035 0.12 -0.41 0.07
H 0.621489 -3.566630 -0.624926 0.39 0.03 0.21
```
Forces are in eV/Å.

As for the SMILES: CCOC(=O)[C@](C)(/N=C/c1ccccc1)[C@H](/C=C/c1ccc(Cl)cc1)c1ccc(Cl)cc1. The total energy comes out at -59032.9405 eV. The value obtained for the HOMO-LUMO gap is 7.564 eV. The calculation puts the HOMO energy at -7.94 eV.

=====

This record from the OMol25 dataset describes a gas-phase ion, C3H7N4 (charge +1) in a non-equilibrium geometry. The level of theory is the ωB97M-V functional and the def2-TZVPD basis.

```
14
Properties=species:S:1:pos:R:3:forces:R:3
C -1.118844 -0.166052 -0.737807 -0.24 -3.91 1.00
C 0.071171 -0.046266 0.139540 -0.93 -1.19 -1.48
N -0.087685 0.129220 1.450363 -0.29 -0.02 -1.99
N 1.206995 -0.297450 -0.497210 2.78 1.34 2.37
C 2.466190 -0.189863 0.254649 -2.14 -1.70 -0.80
N 3.287652 -1.369289 0.284739 1.32 -1.19 -1.57
N 2.624608 -1.211046 1.257154 -0.72 -0.70 2.28
H -1.967167 0.245117 -0.259448 -1.18 -0.22 0.62
H -1.062439 0.347081 -1.623584 0.79 1.37 -2.18
H -1.213581 -1.321259 -1.068692 -0.18 2.59 1.04
H -1.031347 0.032085 1.835731 0.71 0.48 -0.12
H 0.685152 0.453786 1.974972 0.57 -0.09 1.09
H 1.381574 -0.587319 -1.452553 -1.17 0.35 -0.15
H 2.971576 0.661802 0.480924 0.69 2.91 -0.10
```
Forces are in eV/Å.

As for the SMILES: CC(=[NH2+])NC1N=N1. The net charge is +1. The total energy comes out at -9175.8382 eV. The value obtained for the HOMO-LUMO gap is 11.047 eV. The calculation puts the HOMO energy at -15.04 eV.